Entry 1:
Entry from the Open Molecules 2025 dataset: a structure of composition C25H31ClN2O5P2STeTi (ωB97M-V/def2-TZVPD).

Calculated values
frontier orbital gap (spin up / spin down)	0.21905 / 0.22131	Eh
2S+1	2
energy above the lowest of the compared OMol25 structures with the same formula, charge and spin	228.1	kJ/mol
molecular weight	744.47	g mol⁻¹
HOMO (spin up / spin down)	-3.7430 / -3.7954	eV
net charge	-1
expectation value of S²	0.754

```
69
Properties=species:S:1:pos:R:3:forces:R:3:lowdin_charge:R:1
Ti -0.7795 0.0641 0.3832 -1.8 -0.5 0.4 0.309
C 1.7339 0.8251 -1.6439 -0.1 0.0 -0.1 -0.017
C 2.1824 0.5003 -0.2558 -1.0 -0.1 0.4 -0.270
C 3.5384 0.3412 0.0334 0.8 -0.2 0.7 -0.014
C 3.9473 0.0168 1.3075 -0.5 0.2 -0.6 0.003
C 2.9868 -0.0664 2.3356 -0.3 0.0 -0.3 -0.167
C 3.3234 -0.3210 3.6746 0.1 -0.1 0.4 -0.065
C 2.3498 -0.3252 4.6475 0.7 -0.1 -0.2 -0.094
C 1.0327 -0.0388 4.3246 -0.3 0.0 -0.7 -0.110
C 0.6574 0.2050 3.0082 -0.4 0.4 0.4 -0.567
S -0.9476 0.7282 2.6272 0.1 -0.3 0.8 0.617
C 1.6273 0.1465 1.9767 0.9 -0.1 0.4 -0.223
N 1.2422 0.3470 0.6843 2.5 0.4 -0.4 0.023
H 2.5675 1.1628 -2.2546 0.1 0.0 0.0 0.082
H 0.9684 1.6025 -1.6145 0.1 -0.1 -0.1 0.070
H 1.2990 -0.0711 -2.0932 0.0 0.1 0.0 0.054
H 4.2657 0.4641 -0.7572 0.0 0.0 -0.1 0.107
H 4.9916 -0.1509 1.5311 0.1 0.0 0.0 0.111
H 4.3602 -0.4999 3.9199 0.1 0.0 0.1 0.097
H 2.6154 -0.5352 5.6734 0.1 0.0 0.1 0.097
H 0.2712 0.0050 5.0862 -0.1 0.0 0.1 0.102
C -0.8823 -0.4084 -3.9278 0.0 0.0 0.4 -0.267
P -1.6697 -0.5155 -2.2498 -1.0 0.2 -0.8 0.808
C -3.1484 0.5356 -2.6558 0.3 -0.1 0.2 -0.285
C -2.5164 -2.1509 -2.4315 0.2 0.2 0.1 -0.260
H -1.6177 -0.6035 -4.7085 0.0 0.0 0.0 0.031
H -0.0754 -1.1330 -3.9889 0.1 0.0 -0.1 0.025
H -0.4750 0.5931 -4.0663 0.0 0.1 0.0 0.027
H -3.6092 0.2210 -3.5937 0.0 0.0 -0.1 0.031
H -2.8414 1.5763 -2.7359 0.0 0.1 0.0 0.013
H -3.8666 0.4448 -1.8443 0.0 0.1 0.0 -0.001
H -3.1475 -2.1485 -3.3208 0.0 0.0 0.0 0.036
H -3.1317 -2.3177 -1.5480 0.0 0.0 0.0 0.018
H -1.7798 -2.9465 -2.5116 0.0 -0.1 -0.1 0.024
C 1.9422 3.6695 2.7975 -0.3 -0.1 -0.2 -0.057
C 0.7555 4.0364 1.9238 0.2 0.6 0.4 -0.309
O 0.4250 2.9271 1.1086 -0.5 0.1 -0.3 -0.324
P -1.0528 2.8867 0.4573 0.9 2.3 -0.3 0.100
O -1.0217 1.6620 -0.4497 -0.2 2.4 -1.2 -0.540
Te -2.9147 3.3463 1.7742 -0.3 0.4 -0.1 0.422
O -0.7850 4.1434 -0.5836 0.2 -0.7 0.7 -0.298
C -1.7897 4.4019 -1.5330 -0.5 0.1 -0.5 -0.349
C -1.2933 4.0841 -2.9351 0.0 0.0 0.4 -0.077
H 2.3197 4.5592 3.2969 0.0 0.1 0.1 0.072
H 2.7308 3.2410 2.1838 0.2 0.0 -0.1 0.075
H 1.6455 2.9313 3.5370 0.0 -0.1 0.1 0.071
H 1.0047 4.8853 1.2751 -0.1 -0.1 0.0 0.115
H -0.1144 4.3138 2.5386 0.2 0.0 -0.1 0.071
H -2.0572 5.4613 -1.4499 -0.1 -0.1 0.0 0.115
H -2.6772 3.7989 -1.3015 0.0 0.2 -0.1 0.068
H -0.4101 4.6780 -3.1630 0.1 0.0 -0.1 0.072
H -2.0714 4.3049 -3.6627 -0.1 0.0 -0.1 0.073
H -1.0332 3.0291 -2.9926 0.0 -0.1 -0.1 0.049
O -1.0195 -2.3130 2.6017 0.2 -1.3 -1.1 0.065
C -0.7114 -2.6897 1.4796 -0.4 1.2 1.7 -0.420
N -0.3386 -1.8297 0.4624 0.6 -2.4 -0.3 -0.022
C 0.0240 -2.5353 -0.6404 0.7 1.7 -1.2 -0.448
O 0.3828 -1.9974 -1.7071 0.3 -1.7 1.2 -0.069
C -0.1282 -3.9612 -0.3597 -0.5 -1.4 0.9 -0.078
C 0.0614 -5.0913 -1.1376 0.1 0.6 0.0 -0.010
C -0.2251 -6.3231 -0.5776 -0.1 -0.3 0.3 -0.083
C -0.7041 -6.4277 0.7289 0.1 -0.1 -0.3 -0.078
C -0.9104 -5.2991 1.5069 0.0 0.4 0.1 -0.002
C -0.6150 -4.0655 0.9598 0.4 -0.9 -1.2 -0.059
H 0.4238 -5.0045 -2.1519 0.0 0.0 -0.1 0.116
H -0.0813 -7.2187 -1.1651 0.0 -0.1 0.0 0.097
H -0.9168 -7.4065 1.1351 0.0 -0.1 0.0 0.097
H -1.3032 -5.3763 2.5090 0.0 0.0 0.1 0.118
Cl -3.0115 -0.3661 0.5217 -1.8 -0.6 0.2 0.084
```
Forces are in eV/Å.


Entry 2:
Entry from the Open Molecules 2025 dataset: a structure of composition C25H31ClO13P2PdS2Se (ωB97M-V/def2-TZVPD).

Calculated values
frontier orbital gap (spin up / spin down)	0.26739 / 0.19803	Eh
2S+1	5
energy above the lowest of the compared OMol25 structures with the same formula, charge and spin	116.5	kJ/mol
molecular weight	886.43	g mol⁻¹
HOMO (spin up / spin down)	-7.2721 / -8.9139	eV
expectation value of S²	6.054

```
76
Properties=species:S:1:pos:R:3:forces:R:3:lowdin_charge:R:1
Pd 0.1047 1.1126 0.8715 0.2 0.3 0.2 1.249
O 0.1859 -0.6271 -0.3142 -0.1 0.0 -0.1 -0.584
S 0.4691 -0.8038 -1.8105 0.0 0.0 0.1 1.055
C -0.9461 -0.0509 -2.6379 0.0 0.0 0.0 -0.291
C -0.9058 1.4639 -2.4918 0.0 0.0 0.0 -0.226
C 0.3191 2.1479 -3.1173 0.0 0.0 0.0 -0.218
C 0.7268 3.4116 -2.3656 0.0 0.0 0.0 -0.288
S 1.9274 3.0815 -1.0293 0.0 -0.1 0.0 1.066
O 1.7191 1.6268 -0.6065 0.0 0.0 0.0 -0.623
C 3.3900 2.9656 -2.0446 0.0 0.0 0.0 -0.381
C 3.9106 1.7296 -2.3880 0.0 0.0 0.0 -0.068
C 5.0526 1.6796 -3.1764 0.0 0.0 0.0 -0.064
C 5.6575 2.8519 -3.6048 0.0 0.0 0.0 -0.074
C 5.1323 4.0854 -3.2398 0.0 0.0 0.0 -0.070
C 3.9970 4.1475 -2.4485 0.0 0.0 0.0 -0.082
C 0.1023 -2.5165 -2.0604 0.0 0.0 0.0 -0.388
C -0.9945 -3.0868 -1.4248 0.0 0.0 0.0 -0.051
C -1.2228 -4.4412 -1.6007 0.0 0.0 0.0 -0.046
C -0.3721 -5.1977 -2.3996 0.0 0.0 0.0 -0.066
C 0.7196 -4.6123 -3.0247 0.0 0.0 0.0 -0.074
C 0.9703 -3.2591 -2.8477 0.0 0.0 0.0 -0.084
H -1.8349 -0.4756 -2.1644 0.0 0.0 0.0 0.078
H -0.8775 -0.3769 -3.6795 0.0 0.0 0.0 0.113
H -0.9873 1.7217 -1.4367 0.0 0.0 0.0 0.071
H -1.8200 1.8582 -2.9404 0.0 0.0 0.0 0.132
H 0.1041 2.4150 -4.1536 0.0 0.0 0.0 0.122
H 1.1717 1.4641 -3.1561 0.0 0.0 0.0 0.082
H -0.1190 3.8867 -1.8713 0.0 0.0 0.0 0.085
H 1.2222 4.1418 -3.0057 0.0 0.0 0.0 0.095
H 3.4317 0.8300 -2.0249 0.0 0.0 0.0 0.100
H 5.4736 0.7212 -3.4504 0.0 0.0 0.0 0.108
H 6.5497 2.8066 -4.2152 0.0 0.0 0.0 0.107
H 5.6153 4.9988 -3.5600 0.0 0.0 0.0 0.109
H 3.5938 5.1046 -2.1381 0.0 0.0 0.0 0.119
H -1.6432 -2.4791 -0.8038 0.0 0.0 0.0 0.078
H -2.0674 -4.9060 -1.1098 0.0 0.0 0.0 0.115
H -0.5588 -6.2557 -2.5299 0.0 0.0 0.0 0.108
H 1.3827 -5.2088 -3.6366 0.0 0.0 0.0 0.107
H 1.8309 -2.7889 -3.3077 0.0 0.0 0.0 0.108
C -4.8405 0.9879 1.7317 0.0 0.0 0.0 -0.052
C -4.0011 -0.1616 2.2573 0.0 0.0 0.0 -0.583
O -4.7379 -0.8583 3.2769 0.0 0.0 0.0 -0.057
P -3.6881 -1.4109 0.9381 0.0 0.0 0.0 0.456
O -5.1013 -2.1261 0.7715 0.0 0.0 0.0 -0.101
O -2.7962 -2.5095 1.6591 0.0 0.0 0.0 -0.135
O -3.1834 -0.9198 -0.3545 0.0 0.0 0.0 -0.268
P -2.3841 0.3603 2.9411 0.0 0.1 -0.2 0.394
O -2.5957 1.5644 3.9212 0.1 0.2 -0.1 -0.094
O -1.8109 -0.8578 3.5728 0.0 0.0 0.0 -0.260
O -1.6919 0.9493 1.6853 0.0 -0.2 0.2 -0.380
H -5.7905 0.6151 1.3468 0.0 0.0 0.0 0.088
H -4.3104 1.4995 0.9297 0.0 0.0 0.0 0.088
H -5.0376 1.6911 2.5402 0.0 0.0 0.0 0.090
H -4.0964 -1.3094 3.8463 0.0 0.0 0.0 0.091
H -5.5019 -2.2854 1.6395 0.0 0.0 0.0 0.084
H -2.2299 -2.1170 2.3727 0.0 0.0 0.0 0.041
H -2.2051 2.4170 3.5751 -0.1 -0.2 0.1 0.050
O 0.6995 5.1306 1.7075 0.0 0.0 0.0 -0.410
Se -0.1223 3.7786 1.9005 -0.1 0.1 0.0 0.847
O -1.3788 3.8292 2.9098 0.0 -0.1 0.0 -0.418
O -0.5777 3.1335 0.3912 0.0 0.0 -0.1 -0.505
O 0.8678 2.4498 2.2979 0.0 -0.1 0.0 -0.482
Cl 1.7351 0.1732 5.0766 0.0 0.0 0.0 0.729
C 1.2785 -1.2200 4.1584 0.0 0.0 0.0 -0.611
C 0.6115 -2.2396 4.7980 0.0 0.0 0.0 -0.122
C 0.1958 -3.3549 4.0823 0.0 0.0 0.0 -0.076
C 0.4529 -3.4429 2.7127 0.0 0.0 0.0 -0.086
C 1.1317 -2.4345 2.0745 0.0 0.0 0.0 -0.045
C 1.5871 -1.2771 2.7701 0.0 0.0 0.0 -0.330
C 2.3236 -0.2890 2.1117 0.0 0.0 -0.1 0.019
H 0.3936 -2.1470 5.8525 0.0 0.0 0.0 0.108
H -0.3403 -4.1462 4.5890 0.0 0.0 0.0 0.107
H 0.1156 -4.3049 2.1516 0.0 0.0 0.0 0.106
H 1.3357 -2.4999 1.0142 0.0 0.0 0.0 0.098
H 2.5785 -0.4109 1.0671 0.0 0.0 0.0 0.053
H 2.7046 0.5771 2.6295 0.0 0.0 0.0 0.038
```
Forces are in eV/Å.


Entry 3:
Entry from the Open Molecules 2025 dataset: a structure of composition C25H31CsN7S4 (ωB97M-V/def2-TZVPD).

Calculated values
frontier orbital gap	0.15480	Eh
energy above the lowest of the compared OMol25 structures with the same formula, charge and spin	123.3	kJ/mol
molecular weight	690.75	g mol⁻¹
HOMO	-2.3584	eV
net charge	-1

```
68
Properties=species:S:1:pos:R:3:forces:R:3:lowdin_charge:R:1
Cs 0.4059 -0.6798 0.9514 0.2 0.8 0.3 0.777
C -3.7355 0.4169 -0.8115 0.0 0.0 0.0 -0.023
C -2.8401 1.4453 -1.4486 0.0 -0.1 -0.2 -0.297
N -2.6065 1.3409 -2.6872 0.0 -0.1 0.1 0.096
C -1.7818 2.1709 -3.5514 0.0 0.1 0.1 -0.196
C -0.8409 3.2565 -3.0191 0.0 0.0 0.1 -0.218
N 0.4558 2.7554 -2.5976 0.0 0.0 -0.2 -0.049
C 1.6122 3.2299 -3.3461 0.0 0.1 0.1 -0.216
C 2.8542 3.4644 -2.4803 -0.1 0.0 0.0 -0.228
N 3.6706 2.2809 -2.2442 0.0 0.0 0.0 -0.072
C 3.1369 1.3405 -1.2585 0.0 0.0 0.1 -0.199
C 2.8885 1.9076 0.1567 0.1 -0.1 0.0 -0.236
N 1.4904 2.1871 0.2981 -0.1 0.3 -0.2 -0.018
C 0.9686 3.1643 0.9075 0.3 -0.2 -0.1 -0.358
C 1.6818 4.2698 1.6297 -0.1 -0.1 0.1 -0.079
C -0.5198 3.2567 0.7291 -0.2 0.1 0.0 -0.196
C -1.2775 4.3045 1.2475 0.1 -0.1 0.0 -0.003
C -2.6114 4.4049 0.8859 -0.1 0.0 0.0 -0.056
C -3.1488 3.4863 0.0005 0.0 0.0 0.0 -0.024
C -2.3208 2.4684 -0.4696 0.1 0.1 0.1 -0.250
N -1.0621 2.3365 -0.0788 -0.1 0.1 0.0 0.152
H -4.1909 -0.2046 -1.5795 0.0 0.0 0.0 0.078
H -4.5100 0.8927 -0.2037 0.0 0.0 0.0 0.076
H -3.1404 -0.2188 -0.1506 0.0 0.0 0.0 0.055
H -2.4837 2.6149 -4.2681 0.0 0.0 0.0 0.105
H -1.1705 1.4700 -4.1264 0.0 0.0 0.0 0.109
H -1.3279 3.8000 -2.2063 0.0 0.1 0.0 0.102
H -0.7078 3.9942 -3.8208 0.0 -0.1 -0.1 0.104
H 0.5947 2.8508 -1.6027 0.0 -0.2 0.0 0.051
H 1.3874 4.1962 -3.8258 -0.1 0.0 0.0 0.099
H 1.8684 2.5276 -4.1471 0.1 0.0 0.0 0.111
H 2.5251 3.9453 -1.5436 0.0 0.0 0.0 0.107
H 3.4822 4.1949 -2.9954 0.0 -0.1 0.0 0.109
H 4.5898 2.5787 -1.9402 0.0 0.0 0.0 0.097
H 3.8142 0.4865 -1.2027 0.0 0.1 0.0 0.116
H 2.1780 0.9796 -1.6375 0.0 -0.1 0.0 0.098
H 3.5590 2.7553 0.3563 0.0 0.0 0.0 0.114
H 3.1299 1.1428 0.9082 0.0 0.0 0.0 0.024
H 2.7223 4.0089 1.7964 0.0 0.0 0.0 0.058
H 1.2349 4.4152 2.6132 0.0 0.0 0.0 0.058
H 1.6119 5.2063 1.0660 0.0 0.0 0.0 0.086
H -0.8281 5.0247 1.9152 0.0 0.0 0.0 0.107
H -3.2219 5.2089 1.2782 0.0 0.0 0.0 0.105
H -4.1763 3.5571 -0.3333 0.0 0.0 0.0 0.114
S 1.9140 1.7995 3.8183 -0.2 -0.3 -0.1 -0.244
S 2.0010 -0.2706 3.9455 0.1 0.2 0.1 -0.352
S 3.5092 -0.7992 2.5555 -0.1 -0.4 -0.2 -0.298
S 2.8815 -2.5893 1.6646 0.3 0.1 0.2 -0.433
C -3.4527 -2.9472 3.1636 0.0 0.0 0.0 -0.053
C -3.3352 -4.2462 2.6972 0.0 0.1 0.1 -0.060
C -2.6994 -4.4748 1.4917 0.1 0.1 -0.1 -0.010
C -2.1981 -3.3886 0.7713 -0.1 0.0 0.2 -0.213
N -2.3142 -2.1373 1.2277 -0.1 -0.2 -0.1 0.027
C -2.9178 -1.9285 2.3911 0.0 -0.1 0.0 -0.133
C -1.4784 -3.5735 -0.5250 0.0 -0.1 -0.2 -0.218
C -1.4488 -4.8028 -1.1861 0.0 0.2 0.1 -0.013
C -0.7323 -4.9084 -2.3641 0.0 0.0 -0.1 -0.062
C -0.0662 -3.7974 -2.8533 0.0 0.0 0.0 -0.050
C -0.1612 -2.6140 -2.1371 -0.1 -0.1 -0.1 -0.130
N -0.8538 -2.5014 -1.0129 -0.2 -0.2 -0.1 0.005
H -3.9271 -2.7235 4.1088 0.0 0.0 0.0 0.104
H -3.7204 -5.0773 3.2737 0.0 0.0 0.0 0.107
H -2.5752 -5.4858 1.1349 0.0 0.0 0.0 0.100
H -2.9662 -0.8967 2.7248 0.0 0.0 0.0 0.117
H -1.9725 -5.6633 -0.7981 0.0 0.0 0.0 0.099
H -0.6911 -5.8531 -2.8910 0.0 0.0 0.0 0.106
H 0.5167 -3.8394 -3.7628 0.0 0.0 0.0 0.104
H 0.3397 -1.7145 -2.4810 0.0 0.0 0.0 0.114
```
Forces are in eV/Å.


Entry 4:
Entry from the Open Molecules 2025 dataset: a structure of composition C25H31GeInN4O12P2 (ωB97M-V/def2-TZVPD).

Calculated values
frontier orbital gap	0.27323	Eh
energy above the lowest of the compared OMol25 structures with the same formula, charge and spin	0.0	kJ/mol
molecular weight	828.92	g mol⁻¹
HOMO	-8.4476	eV

```
76
Properties=species:S:1:pos:R:3:forces:R:3:lowdin_charge:R:1
In -0.0014 -1.0085 0.3279 0.1 0.1 0.0 0.857
N 3.1075 -3.0882 3.6426 0.2 0.4 0.0 0.177
C 2.5597 -2.0404 2.6879 0.0 -0.1 -0.1 -0.477
C 3.2628 -0.6992 2.8749 0.0 -0.1 0.0 -0.061
P 0.7914 -1.8781 3.2174 -0.2 -0.3 0.0 0.341
O 0.1656 -3.2014 2.5239 0.0 0.0 0.0 -0.152
O 0.7755 -2.0430 4.6919 0.1 0.2 -0.1 -0.278
O 0.2324 -0.6824 2.4821 0.3 -0.3 0.0 -0.289
P 2.7440 -2.8222 1.0147 -0.2 0.2 0.0 0.371
O 4.1567 -2.1953 0.5634 -0.1 0.0 0.1 -0.118
O 2.8398 -4.2819 1.2637 0.0 0.1 -0.1 -0.284
O 1.6818 -2.2542 0.0852 0.0 -0.2 0.3 -0.295
H 4.0858 -2.9093 3.8626 0.0 0.0 0.0 0.165
H 3.0321 -3.9881 3.1453 0.0 -0.3 -0.2 0.122
H 2.5309 -3.0607 4.4948 -0.1 0.0 0.1 0.132
H 3.1235 -0.3251 3.8915 0.0 0.0 0.0 0.096
H 2.8282 0.0269 2.1887 0.0 0.0 0.0 0.078
H 4.3269 -0.7807 2.6523 0.0 0.0 0.0 0.084
H -0.4692 -3.6319 3.1079 0.0 -0.1 0.0 0.094
H 4.5337 -2.6615 -0.1904 0.1 -0.1 -0.1 0.090
C -3.1882 -3.5051 0.7074 0.0 0.0 0.1 -0.050
C -2.3966 -2.7683 -0.3766 0.0 0.1 0.0 -0.715
C -1.1680 -3.5948 -0.7474 0.0 0.0 0.0 -0.069
C -3.2698 -2.6272 -1.6251 0.0 0.0 0.0 -0.071
N -1.9684 -1.4501 0.1504 -0.1 0.2 -0.1 -0.225
H -3.5176 -4.4880 0.3597 0.0 0.0 0.0 0.086
H -4.0718 -2.9318 0.9964 0.0 0.0 0.0 0.068
H -2.5664 -3.6369 1.5951 0.0 0.0 0.0 0.070
H -1.4615 -4.5753 -1.1274 0.0 0.0 0.0 0.096
H -0.5199 -3.7604 0.1171 0.0 0.0 0.0 0.059
H -0.5911 -3.0977 -1.5348 0.0 0.0 0.0 0.086
H -3.5341 -3.6103 -2.0221 0.0 0.0 0.0 0.089
H -2.7372 -2.0705 -2.3985 0.0 0.0 0.0 0.086
H -4.2032 -2.1076 -1.3955 0.0 0.0 0.0 0.056
Ge -3.1087 0.0128 0.2503 -0.1 -0.3 -0.1 0.909
C -2.5464 1.0521 1.7883 0.1 0.1 0.1 -0.304
C -3.3261 0.9802 2.9448 0.1 0.1 0.0 -0.115
C -2.9563 1.6582 4.0980 0.0 0.0 0.0 -0.082
C -1.7930 2.4164 4.1149 0.0 0.0 0.0 -0.082
C -1.0005 2.4915 2.9796 0.0 0.0 0.0 -0.075
C -1.3776 1.8162 1.8272 -0.1 -0.1 0.1 -0.145
C -3.1115 1.1308 -1.3601 0.0 0.1 -0.1 -0.280
C -2.5127 2.3941 -1.3737 -0.1 -0.1 -0.1 -0.106
C -2.4925 3.1720 -2.5267 0.0 -0.1 0.0 -0.088
C -3.0849 2.7043 -3.6896 0.0 0.0 0.0 -0.092
C -3.7110 1.4653 -3.6889 0.0 0.0 0.0 -0.084
C -3.7243 0.6908 -2.5368 0.1 0.1 0.0 -0.118
H -4.5385 -0.5162 0.4980 0.1 0.0 0.0 0.017
H -4.2333 0.3862 2.9476 0.0 0.0 0.0 0.090
H -3.5744 1.5920 4.9850 0.0 0.0 0.0 0.102
H -1.5012 2.9411 5.0157 0.0 0.0 0.0 0.102
H -0.0826 3.0662 2.9917 0.0 0.0 0.0 0.108
H -0.7191 1.8734 0.9679 0.0 0.0 -0.1 0.078
H -2.0717 2.7980 -0.4742 0.0 0.0 0.1 0.081
H -2.0231 4.1483 -2.5107 0.0 0.0 0.0 0.101
H -3.0703 3.3064 -4.5895 0.0 0.0 0.0 0.101
H -4.1905 1.0999 -4.5889 0.0 0.0 0.0 0.102
H -4.2258 -0.2674 -2.5647 0.0 0.0 0.0 0.077
O 0.5458 -0.0528 -1.7745 0.1 -0.1 0.1 0.021
C 1.3240 0.6961 -1.1531 -0.2 -0.1 0.3 -0.573
O 1.3735 0.6761 0.1264 0.0 0.1 -0.3 -0.046
C 2.2033 1.6416 -1.8947 0.0 0.0 0.0 -0.080
C 3.1588 2.3897 -1.2238 0.0 -0.1 0.1 0.091
C 3.9445 3.2569 -1.9543 0.3 0.0 0.0 -0.102
C 3.8163 3.4185 -3.3178 0.0 0.1 0.0 0.092
C 2.8564 2.6523 -3.9440 0.0 0.0 -0.2 -0.099
C 2.0470 1.7641 -3.2680 0.0 0.0 0.0 0.095
N 2.6892 2.7936 -5.4116 0.0 0.0 0.1 -0.350
O 1.8592 2.0920 -5.9447 0.0 0.0 0.0 0.096
O 3.3921 3.6029 -5.9755 0.1 0.1 0.0 0.092
N 4.9740 4.0554 -1.2469 -0.6 0.4 0.1 -0.350
O 5.4883 4.9664 -1.8574 0.2 -0.1 -0.1 0.094
O 5.1686 3.7975 -0.0790 0.2 -0.2 0.0 0.090
H 3.2845 2.2941 -0.1553 0.0 0.0 0.0 0.136
H 4.4332 4.1124 -3.8676 0.0 0.0 0.0 0.136
H 1.3033 1.1794 -3.7900 0.0 0.0 0.0 0.140
```
Forces are in eV/Å.


Q: The highest energy above the lowest of the compared OMol25 structures with the same formula, charge and spin belongs to which entry?
A: C25H31ClN2O5P2STeTi


Q: What is the molecular weight in the third record?
A: 690.75 g mol⁻¹


Q: Number 4 is which compound?
A: C25H31GeInN4O12P2